# 1
87
Properties=species:S:1:pos:R:3:forces:R:3:mulliken_charge:R:1 method="wB97M-V/def2-TZVPD" largest_force_ev_per_a=8.6 orbital_gap_ha=0.145 energy_ha=-3487.7715 e_above_lowest_kcal_mol=237.3 charge=-1
C -2.90146 -0.19467 -4.55333 -0.12 0.04 0.34 -0.898
C -3.76159 -1.23412 -3.72165 -0.53 0.76 -0.57 -0.244
O -3.15811 -2.52494 -3.66044 0.08 0.18 0.66 -0.432
C -2.45473 -2.71929 -2.41633 0.20 0.28 0.11 0.030
C -1.25424 -3.70701 -2.64034 -0.21 0.11 -0.26 -0.375
O -0.39975 -3.83457 -1.50407 -0.68 0.35 0.48 -0.326
C -0.99117 -4.58160 -0.44653 0.00 -1.64 0.33 0.119
C -0.40343 -4.25723 0.97502 0.12 -0.12 -0.11 -0.639
O -0.01745 -2.90456 1.17062 -0.49 -0.01 -0.42 -0.363
C -1.10773 -2.01372 0.88650 -0.93 -0.22 -0.04 -0.580
N -0.95614 -0.74381 1.60195 -0.75 -0.58 -1.22 -0.324
C -0.50678 0.35777 0.71763 0.93 1.40 1.32 0.601
P 0.93058 -0.05698 -0.39118 -1.58 -0.06 -2.76 0.675
O 0.38569 -0.15322 -1.81424 0.47 -0.04 1.04 -0.669
C -0.00349 1.53556 1.67276 1.70 -0.41 2.42 0.077
O -0.43634 2.69353 1.56791 -1.03 -0.13 -1.06 -0.754
O 0.85052 1.19019 2.56814 -1.01 -0.16 -1.74 -0.774
H -3.36457 -0.02442 -5.55672 0.51 -0.22 0.72 0.271
H -2.82937 0.79938 -4.03923 -0.17 -0.88 -0.38 0.268
H -1.85123 -0.55640 -4.66738 -0.87 0.17 0.06 0.285
H -4.76401 -1.36622 -4.21673 0.92 0.06 0.36 0.373
H -3.99223 -0.81709 -2.70420 0.39 -0.51 -0.71 0.257
H -3.17602 -3.11462 -1.64480 0.61 0.36 -0.62 0.096
H -2.09503 -1.70508 -2.09171 0.11 -1.07 -0.09 0.119
H -1.62131 -4.73634 -2.90144 0.13 0.88 -0.11 0.182
H -0.62006 -3.28837 -3.46446 -0.58 -0.46 0.72 0.248
H -2.11128 -4.49743 -0.39477 0.95 0.24 -0.28 0.271
H -0.76446 -5.68490 -0.64558 -0.45 1.18 0.27 -0.008
H 0.48001 -4.91381 1.19288 -0.58 0.85 -0.31 0.332
H -1.18247 -4.51286 1.74935 0.41 0.02 -0.69 0.323
H -1.23945 -1.82278 -0.21264 0.56 -0.45 0.77 0.136
H -2.04693 -2.55437 1.21462 0.66 0.68 -0.03 0.351
H -1.91142 -0.48127 1.86626 0.58 -0.08 0.32 0.300
H -1.30793 0.80736 0.08088 0.65 -0.65 0.06 0.260
H 1.94307 0.95119 -0.39540 -0.34 -0.42 0.80 -0.086
H 1.48203 -1.32350 -0.06039 0.11 0.60 0.64 -0.020
C 5.93845 5.63351 0.10875 0.08 0.18 -0.05 -0.748
O 4.98613 5.19783 -0.86550 0.78 -1.51 2.82 -0.335
P 3.57518 4.47325 -0.22421 -5.55 1.38 -6.16 0.831
O 3.17148 3.83347 -1.52055 1.13 -0.39 0.81 -0.688
O 2.88100 5.95132 -0.04346 -0.04 -0.24 0.92 -0.251
C 2.78909 6.81942 -1.15810 0.39 0.27 -0.10 -0.726
O 2.36519 3.74934 0.69273 3.17 0.52 1.14 -0.064
C 1.79773 4.44594 1.80973 -0.17 -0.02 0.96 -0.676
H 6.72697 6.18669 -0.40117 -0.06 -0.05 -0.04 0.240
H 5.46517 6.29109 0.84504 0.06 0.03 0.04 0.319
H 6.37838 4.77125 0.61517 0.13 0.12 0.04 0.309
H 2.77049 6.27376 -2.10241 0.04 -0.12 0.09 0.336
H 3.63196 7.51403 -1.15083 0.01 0.02 -0.13 0.262
H 1.86803 7.39609 -1.06459 -0.02 -0.11 0.14 0.224
H 1.03447 5.14111 1.45817 0.18 0.00 -0.11 0.221
H 2.56879 4.97527 2.37317 -0.09 0.13 -0.07 0.436
H 1.31841 3.71771 2.46146 0.14 -0.19 -0.25 0.296
C 2.52337 -9.77135 -1.99693 0.16 -0.13 0.16 -0.758
O 1.44349 -8.90387 -1.63266 1.16 -0.45 -3.20 -0.279
P 0.15289 -8.84005 -2.74705 -5.89 2.24 5.77 0.859
O -0.42074 -7.57217 -2.19142 1.07 -0.10 -0.95 -0.456
O -0.52020 -10.16301 -2.04792 -0.03 -0.42 -1.11 -0.327
C -0.77126 -10.16426 -0.64999 0.37 -0.15 0.42 -0.570
O -0.94085 -8.94530 -4.03269 3.03 -0.91 -0.59 -0.332
C -1.36181 -10.22286 -4.51386 -0.20 -0.17 -0.43 -0.583
H 3.21892 -9.82622 -1.16078 -0.08 0.08 0.00 0.244
H 2.15335 -10.77819 -2.21566 0.05 -0.04 0.02 0.332
H 3.04570 -9.37340 -2.86919 0.14 -0.08 0.08 0.307
H -0.91463 -9.15661 -0.25861 0.07 0.04 -0.15 0.262
H 0.05875 -10.64590 -0.13089 -0.01 0.08 0.10 0.209
H -1.67458 -10.74663 -0.46813 0.00 0.00 -0.20 0.257
H -2.16065 -10.60830 -3.87939 0.18 -0.01 0.10 0.222
H -0.53180 -10.92807 -4.54795 -0.19 -0.10 0.00 0.296
H -1.75786 -10.09499 -5.52188 0.15 0.15 0.01 0.252
C -2.18616 9.81026 5.45113 -0.12 0.15 -0.13 -0.714
O -0.78214 9.66725 5.21297 -1.79 -1.76 2.22 -0.323
P -0.19450 8.06404 5.28361 6.78 0.88 -5.16 1.023
O 1.24311 8.47152 5.42768 -0.99 0.07 1.09 -0.651
O -0.59770 7.82321 3.71479 -0.56 -0.80 0.56 -0.282
C -0.11188 8.71087 2.71956 -0.23 0.46 -0.21 -0.680
O 0.09285 6.41609 5.49371 -2.72 1.42 1.36 -0.321
C -0.72284 5.45242 4.81140 -0.17 -0.63 -0.07 -0.378
H -2.46609 10.84509 5.25706 0.09 -0.03 0.00 0.244
H -2.75955 9.15837 4.78456 -0.06 0.03 0.01 0.318
H -2.41692 9.56776 6.49094 -0.14 0.11 -0.03 0.299
H 0.82379 9.18616 3.01594 -0.04 -0.06 0.16 0.374
H -0.86396 9.47474 2.51354 0.08 0.08 -0.02 0.244
H 0.05528 8.13804 1.80749 -0.05 -0.16 0.14 0.206
H -0.36502 5.32646 3.78971 -0.10 0.13 0.04 0.089
H -1.77024 5.75259 4.81257 0.04 -0.13 -0.15 0.296
H -0.62876 4.49548 5.32395 0.06 0.14 0.13 0.251

# 2
82
Properties=species:S:1:pos:R:3:forces:R:3:mulliken_charge:R:1 method="wB97M-V/def2-TZVPD" largest_force_ev_per_a=7.1 orbital_gap_ha=0.251 energy_ha=-7669.7040
C -3.31864 1.17237 2.81653 -0.23 0.06 0.39 -0.647
C -4.76967 0.53385 2.41180 -0.36 0.29 0.55 -0.497
C -4.69086 -0.82029 1.46716 -1.96 0.53 1.24 0.094
F -6.11131 -1.34123 1.43467 2.68 0.84 -0.05 -0.377
P -4.28502 -0.44041 -0.38436 0.76 0.10 0.74 0.419
O -5.77706 0.51603 -0.50411 -0.14 -1.48 -0.71 -0.246
N -5.57042 1.58450 -1.30879 -0.56 3.38 4.44 -0.019
O -5.55966 2.54183 -0.51815 0.09 -1.29 -3.67 -0.224
C -2.59899 -1.30407 -0.34199 3.82 -4.33 -4.08 0.061
Br -1.27171 -1.22762 1.20913 -1.70 0.28 -1.50 -0.163
C -2.07017 -2.11386 -1.51394 -2.03 2.57 2.69 0.068
C -2.85649 -2.32062 -2.93613 0.13 -0.29 0.03 -1.046
Br -0.24863 -3.02924 -1.40230 -2.20 0.96 -0.38 -0.198
H -3.47029 2.23734 3.29863 0.14 -2.16 -1.01 0.324
H -2.60355 1.30255 1.89908 -1.38 -0.35 1.81 0.148
H -2.82932 0.49616 3.63667 -0.66 1.27 -1.75 0.142
H -5.44298 1.38923 1.93359 1.49 -2.21 0.61 0.216
H -5.34783 0.21081 3.40513 1.36 0.52 -2.20 0.347
H -4.06473 -1.69484 1.92464 -1.05 1.83 -1.06 0.421
H -3.58706 0.78695 -0.78994 -0.45 -1.09 0.48 0.078
H -4.87704 -1.34657 -1.32943 0.78 0.33 0.63 0.180
H -3.40929 -3.36590 -2.89319 1.34 2.04 -0.24 0.310
H -3.69018 -1.52115 -3.15821 1.84 -1.39 0.75 0.342
H -2.09775 -2.27256 -3.85396 -1.59 -0.26 2.23 0.231
C 0.48745 -2.44453 5.48580 -0.01 0.31 0.32 -1.108
N 1.54114 -2.67395 4.50320 -0.68 -1.82 0.03 0.181
C 0.95482 -3.40714 3.37177 0.31 0.02 -0.07 -0.907
P 2.56582 -1.40864 3.96621 -3.04 -0.69 6.37 0.847
O 1.37645 -0.49660 3.57785 2.16 -0.08 -3.21 -0.848
N 3.11494 -0.40527 5.22894 1.20 2.26 0.13 0.273
C 2.77975 -0.55641 6.63014 0.52 -0.62 0.08 -1.080
C 3.19521 1.02207 4.90811 -0.33 0.00 -0.29 -1.072
N 3.93317 -2.45717 4.41268 0.60 0.64 -2.02 0.050
C 3.92791 -3.67019 5.20727 -0.46 -1.00 -0.63 -0.815
C 5.26925 -1.97646 4.10178 0.02 0.21 -0.22 -1.114
H -0.11588 -3.34876 5.63659 0.21 0.02 -0.37 0.385
H -0.18753 -1.63349 5.19974 -0.10 0.04 0.01 0.312
H 0.90060 -2.23278 6.47120 0.03 0.15 -0.12 0.319
H 1.72712 -3.65903 2.64042 0.05 0.06 -0.08 0.383
H 0.18378 -2.81521 2.86054 0.09 -0.14 0.06 -0.068
H 0.51111 -4.35385 3.69938 0.06 0.16 0.13 0.402
H 1.75505 -0.23647 6.83987 -0.13 0.03 0.04 0.349
H 3.45075 0.04231 7.25857 -0.02 0.07 -0.26 0.368
H 2.91531 -1.58290 6.97341 -0.16 -0.03 -0.10 0.227
H 2.21912 1.51105 5.00517 -0.01 0.13 -0.07 0.304
H 3.55114 1.16775 3.88269 -0.18 0.00 0.14 0.313
H 3.90680 1.53748 5.56228 -0.03 -0.26 0.09 0.344
H 3.49648 -3.51525 6.19872 -0.20 0.10 -0.14 0.247
H 4.93943 -4.06344 5.36763 0.06 0.41 -0.28 0.383
H 3.37741 -4.47015 4.70156 0.01 0.04 0.30 0.239
H 5.76763 -1.59610 4.99888 -0.01 -0.04 0.05 0.327
H 5.23303 -1.16432 3.36990 -0.01 -0.03 0.14 0.322
H 5.88501 -2.76585 3.66559 0.03 -0.02 -0.03 0.444
C -1.51248 1.46666 -6.31435 0.16 -0.41 0.00 -1.013
N -0.90998 2.60557 -5.63005 -0.86 1.01 -1.47 0.199
C -1.93658 3.64939 -5.49584 0.24 0.14 0.12 -1.185
P -0.01485 2.41722 -4.18002 -0.56 -4.70 -5.27 0.773
O -1.15918 1.64943 -3.47415 0.85 2.81 2.49 -0.877
N 1.05310 1.09019 -4.21569 1.40 -1.22 1.69 0.294
C 1.22585 0.17880 -5.32838 0.46 0.58 -0.38 -0.983
C 1.16639 0.34052 -2.96197 -0.44 0.09 0.14 -1.078
N 1.30071 3.29991 -4.99152 -0.11 1.06 1.92 0.037
C 1.44910 3.62040 -6.39796 -0.76 0.95 -0.37 -0.824
C 2.48123 3.60821 -4.20147 -0.04 0.00 0.31 -1.093
H -2.11566 1.79413 -7.17070 0.07 0.29 0.30 0.379
H -2.15381 0.87120 -5.65913 -0.08 -0.07 0.01 0.252
H -0.75470 0.81960 -6.75439 0.01 -0.02 0.20 0.294
H -1.50796 4.54906 -5.04678 0.04 0.02 0.09 0.392
H -2.77093 3.31886 -4.86273 0.04 0.04 -0.03 0.296
H -2.33309 3.94427 -6.47375 0.13 -0.18 0.04 0.363
H 0.38417 -0.51351 -5.42133 -0.12 -0.11 -0.03 0.257
H 2.13708 -0.41953 -5.20474 -0.11 0.11 0.23 0.360
H 1.36389 0.70866 -6.27183 -0.19 0.04 0.01 0.233
H 0.34777 -0.37949 -2.84917 0.01 -0.03 0.14 0.292
H 1.14639 1.01964 -2.10302 -0.12 -0.16 -0.12 0.301
H 2.11552 -0.20374 -2.90824 -0.03 0.09 -0.25 0.389
H 1.41920 2.73134 -7.03183 -0.23 -0.05 0.12 0.250
H 2.40275 4.11973 -6.60955 -0.01 -0.08 0.49 0.385
H 0.67188 4.31762 -6.72739 0.12 -0.21 -0.17 0.249
H 3.30470 2.93003 -4.44603 0.00 -0.01 -0.06 0.322
H 2.27367 3.50976 -3.13200 0.04 -0.08 -0.12 0.318
H 2.81219 4.63606 -4.36442 0.02 0.04 0.01 0.443

no.,highest occupied orbital energy (eV)
1,-4.68
2,-7.87